[1]
C26H19BF4N8O2Pb | the ωB97M-V functional and the def2-TZVPD basis

Summary:
- Total energy: -2207.58361 Ha
- Lowest unoccupied orbital energy (alpha / beta): -9.0 / -8.8 eV
- Total charge: +2
- Kohn-Sham gap (alpha / beta): 5.61 / 6.06 eV

Each line ends with the natural charge from an NBO analysis.
Positions of all 61 atoms, in Å:
Pb: 1.05325 -0.34195 0.86743  1.7966
O: 0.41485 1.04206 -2.99999  -0.5673
C: 0.95208 0.94884 -1.91750  0.6560
N: 0.39801 1.17598 -0.67584  -0.8177
C: -0.80109 1.83940 -0.50070  0.6444
O: -1.56036 2.19942 -1.36589  -0.5333
C: -1.05174 2.15458 0.95519  0.1031
C: -1.86556 3.21459 1.30453  -0.1878
C: -2.00059 3.52708 2.64930  -0.1179
C: -1.32640 2.76124 3.58774  -0.2205
C: -0.54972 1.70122 3.15201  0.0694
N: -0.42074 1.39749 1.86156  -0.5104
C: 2.40577 0.53921 -1.84286  0.0958
C: 3.24223 0.74675 -2.92209  -0.1964
C: 4.58033 0.40091 -2.80210  -0.1135
C: 5.02734 -0.16895 -1.62260  -0.2105
C: 4.12700 -0.37339 -0.59031  0.0751
N: 2.85062 0.00377 -0.70363  -0.4847
H: -2.35422 3.78231 0.52580  0.2617
H: -2.60970 4.36483 2.95943  0.2488
H: -1.38807 2.98308 4.64328  0.2509
H: 0.00115 1.09028 3.85498  0.2161
H: 2.83725 1.19721 -3.81747  0.2610
H: 5.26573 0.57334 -3.62091  0.2509
H: 6.06052 -0.45409 -1.48914  0.2583
H: 4.42586 -0.82342 0.34169  0.2531
N: -0.38231 -1.61773 -4.02828  -0.4395
C: 0.17332 -2.00160 -2.88224  0.3372
N: -0.34891 -1.75399 -1.70464  -0.4913
C: -1.50434 -1.06368 -1.67757  0.3761
N: -2.12560 -0.80929 -0.48701  -0.1382
N: -1.45390 -1.14594 0.58290  -0.2392
C: -1.97160 -1.68079 1.61695  0.1594
C: -1.22630 -1.83718 2.86272  0.0920
C: -1.87366 -2.39542 3.95087  -0.1677
C: -1.16318 -2.59412 5.13080  -0.1224
C: 0.17138 -2.25173 5.16168  -0.1958
C: 0.75978 -1.70216 4.02302  0.0824
N: 0.06881 -1.48033 2.91026  -0.4564
C: -2.13628 -0.55243 -2.84052  -0.0061
C: -3.29456 0.25474 -2.83090  -0.1347
C: -3.80052 0.70402 -4.01641  -0.1692
C: -3.18293 0.36681 -5.24237  -0.0863
C: -2.05512 -0.41034 -5.28833  -0.2354
C: -1.52576 -0.86206 -4.07833  0.2156
H: 0.07977 -1.86071 -4.89710  0.4492
H: 1.10361 -2.55099 -2.95272  0.2299
H: -2.98249 -2.07911 1.57237  0.2286
H: -2.91457 -2.67738 3.87162  0.2472
H: -1.64860 -3.02153 5.99728  0.2566
H: 0.77463 -2.39766 6.04609  0.2616
H: 1.80137 -1.41728 4.02346  0.2612
H: -3.74333 0.52065 -1.88656  0.2572
H: -4.67890 1.33312 -4.02626  0.2513
H: -3.60811 0.73723 -6.16516  0.2514
H: -1.57891 -0.65727 -6.22752  0.2450
F: 2.28892 1.10395 2.20525  -0.5583
B: 3.39120 0.31296 2.79133  1.3607
F: 3.08429 -0.99647 2.18637  -0.5696
F: 4.57544 0.76412 2.33758  -0.5125
F: 3.21358 0.23781 4.12944  -0.5215

***

[2]
C31H36N3Ru | the ωB97M-V functional and the def2-TZVPD basis

Summary:
- Total energy: -1461.40575 Ha
- Lowest unoccupied orbital energy (alpha / beta): -3.6 / -4.7 eV
- Total charge: +1
- Kohn-Sham gap (alpha / beta): 5.52 / 6.56 eV
- Multiplicity: 5

Each line ends with the Mulliken spin population.
Positions of all 71 atoms, in Å:
C: 1.09173 -1.99560 0.46515  0.1111
C: 1.98710 -1.18745 -0.33095  0.1807
C: 1.42334 -1.07892 -1.65039  -0.0469
C: 0.17562 -1.80284 -1.67650  0.2863
C: -0.01821 -2.38526 -0.37430  0.1144
Ru: -0.00425 -0.00215 -0.00736  2.9669
C: -2.31013 1.19548 -0.38352  -0.0295
C: -1.99650 0.82620 0.93718  -0.0057
H: -1.77961 1.63234 1.64319  -0.0065
C: -1.76386 -0.53730 1.30687  0.1712
H: -2.38775 -1.31089 0.87548  0.0192
H: -1.52371 -0.72568 2.36958  -0.0260
C: -2.44102 2.65901 -0.71862  -0.0005
H: -1.84339 3.28702 -0.04092  0.0010
H: -2.11268 2.86587 -1.74920  -0.0013
H: -3.50255 2.96197 -0.63735  -0.0052
C: -2.96997 0.24649 -1.34945  0.0214
H: -2.84389 -0.81343 -1.07970  -0.0126
H: -4.05689 0.45901 -1.38150  -0.0037
H: -2.59316 0.38586 -2.37852  -0.0040
C: 3.31568 -0.64392 0.09785  0.0279
H: 3.31655 -0.37568 1.16554  -0.0013
H: 4.11771 -1.38600 -0.06754  0.0060
H: 3.57188 0.26352 -0.47185  0.0079
C: 2.13231 -0.49550 -2.83043  0.0100
H: 2.65106 0.44241 -2.57430  0.0076
H: 2.88421 -1.21543 -3.19806  0.0085
H: 1.44241 -0.27294 -3.65738  0.0025
C: -0.65894 -2.07167 -2.89194  0.0043
H: -0.65888 -1.21646 -3.58620  0.0008
H: -0.26919 -2.94384 -3.44983  0.0094
H: -1.70629 -2.29210 -2.63138  0.0005
C: -1.08475 -3.37330 -0.01815  0.0115
H: -2.04396 -3.14335 -0.51066  0.0043
H: -0.78422 -4.38557 -0.34600  0.0067
H: -1.25973 -3.41324 1.06745  0.0031
C: 1.34331 -2.44797 1.87450  -0.0042
H: 0.39610 -2.67931 2.39359  0.0052
H: 1.97577 -3.33899 1.90829  0.0058
H: 1.85196 -1.65257 2.45990  0.0088
C: 0.40124 1.66556 -1.40289  0.3281
C: 1.05404 2.82155 -0.94778  -0.1988
C: 0.10532 1.60252 -2.77876  -0.1136
C: 1.40463 3.86888 -1.82445  0.0028
H: 1.30614 2.93095 0.11315  0.0058
C: 0.44894 2.64056 -3.66651  0.0101
H: -0.39901 0.72418 -3.19572  -0.0018
C: 1.10342 3.78142 -3.18782  -0.0028
H: 1.91450 4.75664 -1.43027  0.0007
H: 0.20358 2.54880 -4.73240  0.0016
H: 1.37436 4.59389 -3.87176  0.0000
N: -0.01676 1.36323 10.91810  0.0003
C: -0.07161 1.02840 9.77926  -0.0001
C: -0.10911 0.62387 8.43588  0.0003
C: -1.23346 0.91239 7.64778  0.0004
C: -1.18456 0.72786 6.28628  0.0009
C: 0.01207 0.30206 5.80310  0.0008
C: 1.06479 -0.21962 6.53294  -0.0004
C: 1.01886 -0.01121 7.89203  -0.0002
N: 0.20576 0.51252 4.49512  0.0094
C: 0.39081 -0.75630 3.92374  0.0045
C: 0.46535 -0.34441 2.76522  0.0248
N: 0.16884 0.95695 2.22640  0.0622
C: 0.09849 1.43198 3.45125  0.0018
H: -2.13492 1.36328 8.02327  0.0000
H: -1.99240 0.96127 5.60260  0.0008
H: 1.94446 -0.65156 6.05191  -0.0002
H: 1.90000 -0.27177 8.46252  0.0000
H: 0.32271 -1.69786 4.28346  0.0007
H: 0.30279 -0.81394 1.88748  0.0076
H: -0.28340 2.38525 3.57727  -0.0012

***

[3]
H14O7 | the ωB97M-V functional and the def2-TZVPD basis

Summary:
- Total energy: -535.05763 Ha
- Lowest unoccupied orbital energy: 0.4 eV
- Kohn-Sham gap: 11.02 eV

Each line ends with the natural charge from an NBO analysis.
Positions of all 21 atoms, in Å:
O: 2.32559 -0.53708 -2.16064  -0.9903
H: 3.30068 -0.51187 -2.47390  0.4787
H: 2.38843 -1.20322 -1.39817  0.5151
O: 2.15623 -2.04682 0.20631  -0.9844
H: 1.51045 -1.56399 0.74915  0.5148
H: 1.82191 -2.92202 0.14886  0.4703
O: 1.02090 1.46751 -0.87192  -1.0269
H: 1.63959 0.90441 -1.45562  0.5066
H: 0.95926 0.78617 -0.07065  0.5013
O: -2.71169 1.43721 0.99695  -0.9862
H: -3.62991 1.30464 0.58076  0.4908
H: -2.08997 1.34312 0.19859  0.5204
O: -1.42675 0.16624 2.70160  -0.9241
H: -0.71872 0.78738 3.04491  0.4813
H: -1.98854 0.64921 2.12067  0.5000
O: 0.11580 -0.57466 0.83599  -1.0830
H: -0.33478 -0.99182 -0.08339  0.5213
H: -0.58962 -0.19021 1.53869  0.5044
O: -1.34558 0.36187 -1.18489  -1.0096
H: -1.85121 0.42148 -2.08540  0.4824
H: -0.55208 0.91243 -1.33790  0.5172

***

[4]
C8H16O2 | the ωB97M-V functional and the def2-TZVPD basis

Summary:
- Total energy: -464.83930 Ha
- Lowest unoccupied orbital energy: 0.6 eV
- Kohn-Sham gap: 10.65 eV

Each line ends with the natural charge from an NBO analysis.
Positions of all 26 atoms, in Å:
C: 0.48687 0.87627 -1.18641  -0.6026
C: -0.04212 0.54144 0.20815  -0.0628
C: 0.43951 -0.83267 0.64763  0.2240
C: 1.93393 -1.04199 0.65841  -0.6331
C: -0.45490 -1.99334 0.60260  -0.1122
O: -0.21546 -1.34577 1.84137  -0.5091
C: -1.56027 0.84721 0.32383  -0.4044
C: -1.21346 2.20459 0.97311  -0.4003
C: 0.22004 1.68978 1.22391  -0.4047
H: 0.17882 0.11108 -1.91491  0.1930
H: 0.08438 1.84183 -1.52522  0.2160
H: 1.58347 0.95099 -1.19806  0.2118
H: 2.18472 -1.98263 1.16443  0.2292
H: 2.32204 -1.08664 -0.36749  0.2083
H: 2.43688 -0.21485 1.17933  0.2171
H: -1.41892 -1.88396 0.05691  0.1888
H: -0.03649 -3.00141 0.53135  0.1827
H: -2.12104 0.86225 -0.62100  0.2001
H: -2.07479 0.18431 1.02991  0.2245
H: -1.23956 3.03392 0.25415  0.1991
H: -1.79767 2.49035 1.85719  0.2094
H: 0.34582 1.30648 2.24593  0.2194
H: 1.05403 2.36771 0.99505  0.2015
O: -0.51372 -2.33994 -2.98702  -0.9367
H: 0.33728 -2.01312 -2.59613  0.4710
H: -0.91940 -1.57190 -3.39701  0.4700

***

[5]
C4H7N3 | the ωB97M-V functional and the def2-TZVPD basis

Summary:
- Total energy: -320.68377 Ha
- Lowest unoccupied orbital energy (alpha / beta): -0.3 / -0.5 eV
- Kohn-Sham gap (alpha / beta): 8.35 / 7.18 eV

Each line ends with the natural charge from an NBO analysis.
Positions of all 14 atoms, in Å:
C: -1.52229 0.19810 -0.42698  -0.2628
N: -1.14554 -1.04417 0.10553  -0.3396
N: -0.37079 -1.03839 1.17098  -0.3725
C: 1.08392 0.38405 0.41431  -0.2280
C: 1.90521 -0.35828 -0.34600  -0.3934
C: -0.11366 1.19396 -0.28041  0.1126
N: -0.13609 2.33868 -0.60687  -0.2684
H: -0.83189 -1.73798 -0.56962  0.3753
H: -0.73339 -0.32535 1.81257  0.3189
H: -2.23215 0.72312 0.20600  0.2174
H: -1.87077 0.14229 -1.45349  0.2276
H: 1.46940 0.89505 1.28912  0.2231
H: 2.94648 -0.49266 -0.08589  0.2088
H: 1.55155 -0.87843 -1.22926  0.1810

***

[6]
C2H5ClS2 | the ωB97M-V functional and the def2-TZVPD basis

Summary:
- Total energy: -1335.54096 Ha
- Lowest unoccupied orbital energy (alpha / beta): -1.6 / -4.1 eV
- Kohn-Sham gap (alpha / beta): 2.96 / 3.22 eV
- Multiplicity: 3

Each line ends with the natural charge from an NBO analysis.
Positions of all 10 atoms, in Å:
C: 0.12567 -1.70609 1.99269  -0.6509
C: 0.13817 -0.83075 0.83474  -0.4025
S: -0.40016 0.66200 0.93916  0.2181
S: -0.26833 3.05808 -4.08247  0.0010
Cl: 0.50439 2.05583 -2.52070  -0.1963
H: -0.15179 -1.28373 2.85524  0.2231
H: -0.55761 -2.59077 1.62872  0.2356
H: 1.14763 -2.18024 2.10719  0.2300
H: -1.05884 3.92197 -3.53410  0.1026
H: 0.52086 -1.10630 -0.22047  0.2394

***

[7]
C3H6N2 | the ωB97M-V functional and the def2-TZVPD basis

Summary:
- Total energy: -226.54689 Ha
- Lowest unoccupied orbital energy: -11.6 eV
- Total charge: +2
- Kohn-Sham gap: 11.01 eV

Each line ends with the natural charge from an NBO analysis.
Positions of all 11 atoms, in Å:
N: 1.29308 -0.72140 -0.02504  -0.7078
C: 0.55396 0.54409 0.10492  -0.3695
C: -0.82925 0.40528 -0.11097  0.3541
N: -1.73565 -0.80168 -0.46742  -0.0177
C: -2.21472 0.33127 -0.03467  0.1789
H: 2.06579 -0.63433 -0.75026  0.5006
H: 0.67374 -1.57072 -0.21007  0.4927
H: 1.87228 -1.01277 0.82361  0.5008
H: 0.74141 0.97074 1.13863  0.3597
H: 0.56719 1.40723 -0.62644  0.3713
H: -2.98783 1.08227 0.15771  0.3368

***

[8]
C15H10Br2NO3 | the ωB97M-V functional and the def2-TZVPD basis

Summary:
- Total energy: -6006.11147 Ha
- Lowest unoccupied orbital energy: 1.9 eV
- Total charge: -1
- Kohn-Sham gap: 6.42 eV

Each line ends with the natural charge from an NBO analysis.
Positions of all 31 atoms, in Å:
O: 1.79505 -2.28788 -0.07780  -0.7059
C: 2.68989 -3.03336 -0.48163  0.5846
N: 3.58493 -3.75877 -0.85495  -0.6759
C: -5.17486 0.05122 -0.83717  -0.2590
O: -4.16909 -0.22990 -1.86564  -0.5026
C: -2.86579 -0.41559 -1.53868  0.3242
C: -2.44919 -0.30471 -0.18739  -0.2663
C: -1.10966 -0.34672 0.13592  -0.1606
C: -0.10061 -0.44338 -0.86182  -0.1481
C: 1.30206 -0.36294 -0.54147  0.1451
C: 1.85549 0.41514 0.52855  -0.2162
C: 3.24926 0.19953 0.84944  -0.1498
C: 3.90015 0.86094 1.85465  -0.1846
Br: 5.68688 0.47591 2.36497  0.0525
C: 3.20979 1.93424 2.60020  0.4080
O: 3.79952 2.63192 3.42966  -0.6199
C: 1.75425 2.13448 2.28853  -0.1950
Br: 0.81401 3.43943 3.29297  0.0354
C: 1.15979 1.42371 1.27896  -0.1834
C: -0.53992 -0.63467 -2.20278  -0.1209
C: -1.88293 -0.65523 -2.52873  -0.2859
H: -6.06098 0.22658 -1.44999  0.2006
H: -5.35554 -0.79967 -0.15569  0.1856
H: -4.95012 0.95835 -0.25534  0.1874
H: -3.20413 -0.18486 0.59165  0.2062
H: -0.82448 -0.28390 1.19053  0.2319
H: 2.00183 -0.49916 -1.36254  0.2147
H: 3.77335 -0.56809 0.29078  0.2374
H: 0.12049 1.64887 1.03910  0.2188
H: 0.21549 -0.74250 -2.98698  0.2200
H: -2.22495 -0.84898 -3.54731  0.2217